Density functional theory data (ωB97M-V with the def2-TZVPD basis set) for a structure of composition C50H39FN8O5Zr.

Structure (XYZ):
```
104
Properties=species:S:1:pos:R:3
Zr -0.9142 1.1022 -0.2599
C 3.9770 1.6825 5.8325
C 3.6066 0.3517 5.1952
C 3.3164 -0.7544 6.1960
C 2.1029 -0.4071 7.0445
C 0.9384 -0.0280 6.1677
C -0.3552 -0.1359 6.6199
C -1.4293 0.1569 5.7802
F -2.6653 0.0248 6.2871
C -1.2611 0.5340 4.4817
C 0.0501 0.6620 4.0012
C 0.2670 0.9778 2.5984
O -0.7504 1.1075 1.8522
C 1.5945 1.1340 2.1571
C 2.6074 0.8933 3.0570
N 2.4247 0.5270 4.3197
C 1.1381 0.4016 4.8380
C 2.0226 1.5544 0.7791
O 3.1686 1.8929 0.5834
O 1.0891 1.5394 -0.1409
H 4.8352 1.5550 6.4937
H 3.1515 2.0914 6.4161
H 4.2418 2.4131 5.0679
H 4.4073 0.0289 4.5293
H 4.1988 -0.9064 6.8184
H 3.1352 -1.6835 5.6503
H 2.3355 0.4085 7.7343
H 1.8175 -1.2582 7.6635
H -0.5584 -0.4744 7.6285
H -2.1009 0.7110 3.8249
H 3.6312 1.0017 2.7205
O -1.2033 2.2385 -2.2254
C -0.8272 1.2609 -2.9303
N -0.7388 1.1838 -4.2615
C -0.1075 -0.0872 -4.6296
C 0.0686 -0.7267 -3.2145
O 0.5652 -1.8064 -3.0248
N -0.4759 0.1294 -2.2848
C -1.0227 -0.9765 -5.4575
C -2.3801 -0.7027 -5.5740
C -3.2099 -1.5583 -6.2882
C -2.6858 -2.6935 -6.8850
C -1.3308 -2.9745 -6.7611
C -0.5026 -2.1222 -6.0508
C 1.2249 0.1908 -5.3142
C 1.1881 0.7209 -6.6038
C 2.3557 1.0623 -7.2629
C 3.5837 0.8681 -6.6412
C 3.6272 0.3311 -5.3661
C 2.4537 -0.0088 -4.7015
H -0.7516 2.0053 -4.8428
H -2.8047 0.1698 -5.0956
H -4.2665 -1.3369 -6.3619
H -3.3315 -3.3617 -7.4401
H -0.9209 -3.8668 -7.2164
H 0.5515 -2.3473 -5.9478
H 0.2344 0.8450 -7.1064
H 2.3101 1.4721 -8.2637
H 4.5001 1.1317 -7.1530
H 4.5793 0.1739 -4.8759
H 2.5091 -0.4380 -3.7108
N -3.0981 1.1249 -0.2550
C -4.0394 1.3077 -0.9423
N -5.0310 1.6816 -1.6196
C -5.6400 0.9505 -2.5428
N -6.2256 0.3854 -3.3629
N -1.3028 7.6286 0.6777
C -1.2756 6.2746 0.5732
C -0.2972 5.5114 1.2212
C -0.3125 4.1448 1.0797
N -1.2150 3.4738 0.3547
C -2.1497 4.2107 -0.2646
C -2.2270 5.5797 -0.1811
H -0.5783 8.1213 1.1645
H -1.9706 8.1709 0.1631
H 0.4710 5.9786 1.8228
H 0.4421 3.5511 1.5791
H -2.8688 3.6686 -0.8627
H -3.0170 6.0996 -0.7065
C -2.2862 -6.1863 0.6941
C -1.1436 -5.6523 0.1145
C -1.0475 -4.2895 -0.1260
C -2.0945 -3.4349 0.2158
C -3.2462 -3.9867 0.7761
C -3.3434 -5.3475 1.0224
C -2.0291 -1.9737 -0.0188
C -1.0097 -1.1494 0.2442
C 0.2231 -1.6890 0.8998
C 0.1809 -2.1243 2.2277
C 1.3322 -2.5058 2.9015
C 2.5644 -2.4633 2.2589
C 2.6213 -2.0501 0.9328
C 1.4667 -1.6660 0.2649
H -2.3593 -7.2508 0.8773
H -0.3227 -6.3026 -0.1617
H -0.1632 -3.8791 -0.5965
H -4.0738 -3.3314 1.0247
H -4.2456 -5.7526 1.4631
H -2.9422 -1.5453 -0.4303
H -0.7797 -2.1621 2.7307
H 1.2591 -2.8480 3.9285
H 3.4663 -2.7716 2.7752
H 3.5690 -2.0249 0.4084
H 1.5247 -1.3564 -0.7715
```

Values from the calculation:
**Relative energy (zero: lowest compared OMol25 entry of this formula, charge and spin)**: 0.0 kJ/mol
**Kohn-Sham gap**: 6.95 eV
**E_HOMO**: -7.5928 eV



Density functional theory data (ωB97M-V with the def2-TZVPD basis set) for a structure of composition C50H40CsF3N10O4PS3.

Structure (XYZ):
```
112
Properties=species:S:1:pos:R:3
Cs -0.6713 -0.2999 0.3879
C -6.0434 3.3690 0.7770
N -4.6407 3.1073 0.9643
C -3.9550 3.3707 2.1172
C -2.6888 2.9124 1.9140
N -2.5749 2.3817 0.6676
C -3.7638 2.5056 0.1162
P -4.3232 1.8409 -1.4834
C -4.2520 0.0568 -1.1480
N -3.2217 -0.5880 -0.6649
C -3.5930 -1.8905 -0.5198
C -4.8851 -2.0360 -0.9374
N -5.3107 -0.7917 -1.3243
C -6.6098 -0.4965 -1.8767
C -2.8046 2.1122 -2.4676
N -2.0120 3.1453 -2.3102
C -1.0920 3.0521 -3.3159
C -1.3410 1.9560 -4.0772
N -2.4583 1.3657 -3.5505
C -3.0060 0.1191 -4.0187
H -6.2794 4.3515 1.1865
H -6.6400 2.6075 1.2828
H -6.2763 3.3653 -0.2879
H -4.4331 3.8161 2.9678
H -1.8782 2.8947 2.6171
H -2.9177 -2.6375 -0.1206
H -5.5475 -2.8797 -0.9610
H -7.3102 -1.2444 -1.5086
H -6.5918 -0.5212 -2.9687
H -6.9346 0.4897 -1.5497
H -0.2857 3.7535 -3.4249
H -0.8194 1.5070 -4.9003
H -2.8969 0.0901 -5.1025
H -4.0745 0.0717 -3.7860
H -2.4942 -0.7216 -3.5517
S 4.6845 -3.4936 5.7175
C 4.6991 -5.1461 5.2921
C 3.7899 -5.4196 4.3155
C 3.0656 -4.2707 3.9094
C 3.4437 -3.1469 4.5911
C 2.9541 -1.7760 4.4103
C 2.1904 -1.4647 3.2573
N 1.7870 -0.2670 2.9439
C 2.0937 0.7350 3.7830
C 2.7868 0.5464 4.9846
C 3.0071 1.6652 5.8636
C 2.5531 2.8936 5.5477
C 1.8558 3.1267 4.3094
C 1.3577 4.3899 3.9505
C 0.7152 4.5399 2.7446
C 0.6228 3.4006 1.9080
N 1.0643 2.2131 2.2195
C 1.6515 2.0657 3.4192
C 0.1305 5.8011 2.2824
C -0.8248 5.9590 1.3128
C -1.1674 7.3180 1.1139
C -0.4732 8.1595 1.9329
S 0.6059 7.3052 2.9420
C 3.2299 -0.7515 5.2847
H 5.3705 -5.8329 5.7731
H 3.6374 -6.3994 3.8962
H 2.3040 -4.2858 3.1511
H 1.9351 -2.2425 2.5530
H 3.5416 1.4983 6.7898
H 2.7139 3.7304 6.2146
H 1.4771 5.2179 4.6406
H 0.1637 3.4970 0.9319
H -1.2825 5.1401 0.7811
H -1.8999 7.6501 0.3976
H -0.5430 9.2295 1.9839
H 3.7838 -0.9186 6.2023
C 2.9159 0.0462 -7.7314
C 2.2225 -0.3681 -6.4700
C 2.7152 0.0285 -5.2286
C 2.1038 -0.3712 -4.0557
C 0.9797 -1.1824 -4.1012
C 0.4781 -1.5877 -5.3271
C 1.0972 -1.1771 -6.5008
S 0.1151 -1.5940 -2.5875
O -0.8604 -2.5970 -3.0078
O -0.4437 -0.3301 -2.1386
N 1.1588 -2.0393 -1.5353
C 2.0172 -3.0777 -1.7961
C 1.8915 -3.9975 -2.8170
C 2.8304 -5.0319 -3.0115
C 3.9052 -5.1791 -2.1851
C 4.0722 -4.2589 -1.1174
C 5.1678 -4.3618 -0.2284
C 5.3149 -3.4461 0.7678
C 4.3445 -2.4222 0.8631
N 3.3143 -2.3030 0.0800
C 3.1544 -3.2122 -0.9204
H 3.4019 1.0154 -7.6221
H 2.2226 0.1150 -8.5699
H 3.6915 -0.6698 -8.0137
H 3.5912 0.6625 -5.1825
H 2.4895 -0.0546 -3.0977
H -0.3941 -2.2235 -5.3454
H 0.6975 -1.4996 -7.4553
H 1.0329 -3.9591 -3.4710
H 2.6665 -5.7205 -3.8324
H 4.6256 -5.9768 -2.3167
H 5.8760 -5.1723 -0.3553
H 6.1314 -3.4852 1.4733
H 4.4528 -1.6752 1.6447
F -3.3916 -2.6251 4.4370
C -3.2747 -2.4958 3.0845
F -2.4878 -3.5183 2.6719
F -4.5026 -2.7406 2.5750
C -2.7075 -1.0856 2.7247
O -3.5485 -0.2041 2.5517
O -1.4656 -1.0259 2.6551
```

Values from the calculation:
**Total charge**: -1
**Relative energy (zero: lowest compared OMol25 entry of this formula, charge and spin)**: 86.3 kJ/mol
**Kohn-Sham gap**: 6.65 eV
**E_HOMO**: -4.8464 eV



Density functional theory data (ωB97M-V with the def2-TZVPD basis set) for a structure of composition C50H41AsBrN4O5S4Ti.

Structure (XYZ):
```
107
Properties=species:S:1:pos:R:3
Ti -0.1265 -0.1452 0.8664
C 4.5713 -0.9775 2.1115
C 3.7256 -1.9462 1.3643
N 2.5638 -1.6742 0.8266
C 2.1037 -2.8372 0.2812
C 3.0171 -3.8471 0.4902
N 4.0470 -3.2504 1.1730
C 3.1488 -5.2738 0.1316
O 2.1351 -5.8366 -0.4795
O 4.1658 -5.8806 0.4243
C 0.7707 -2.8708 -0.3922
O 0.4305 -3.9050 -1.0025
O 0.0911 -1.8110 -0.3433
H 4.2693 0.0308 1.8316
H 5.6306 -1.1101 1.8828
H 4.4193 -1.0884 3.1878
H 4.8716 -3.7479 1.4651
H 1.3669 -5.1650 -0.5801
S -2.2406 -1.5889 1.5140
C -3.7948 -0.9298 1.0503
C -4.9025 -1.1939 1.8735
C -6.1671 -0.7371 1.5565
C -6.3738 0.0122 0.4040
C -5.2926 0.2917 -0.4167
C -4.0162 -0.1764 -0.1155
As -2.4518 0.2668 -1.1911
C -3.2577 1.7592 -2.1844
C -3.9869 1.6292 -3.3637
C -4.5502 2.7415 -3.9772
C -4.4076 3.9994 -3.4073
C -3.7062 4.1354 -2.2170
C -3.1345 3.0240 -1.6126
C -2.4624 -1.1363 -2.5490
C -2.6944 -2.4514 -2.1526
C -2.5022 -3.4964 -3.0442
C -2.0724 -3.2445 -4.3397
C -1.8185 -1.9387 -4.7367
C -2.0032 -0.8925 -3.8421
H -4.7368 -1.7587 2.7825
H -6.9953 -0.9527 2.2228
H -7.3588 0.3892 0.1558
H -5.4488 0.8916 -1.3045
H -4.1229 0.6510 -3.8083
H -5.1094 2.6213 -4.8982
H -4.8491 4.8668 -3.8844
H -3.6001 5.1077 -1.7504
H -2.5931 3.1461 -0.6795
H -2.9799 -2.6602 -1.1279
H -2.6567 -4.5147 -2.7100
H -1.9109 -4.0648 -5.0293
H -1.4574 -1.7318 -5.7377
H -1.7654 0.1195 -4.1534
Br -3.7468 2.6118 4.5769
C -2.5393 2.7764 3.1015
C -2.2022 4.0712 2.6533
C -1.2327 4.0812 1.6165
C -0.7624 2.9179 1.0824
N -1.1792 1.6604 1.4698
C -2.0418 1.6366 2.5558
H -2.6132 4.9627 3.0994
H -0.8356 5.0162 1.2370
H -0.0004 2.9330 0.3181
H -2.3032 0.6612 2.9397
O 0.9960 0.8937 -0.3994
C 2.0268 0.9979 -1.3112
C 1.5898 1.9300 -2.4480
C 2.1733 2.1297 -3.6659
C 1.4749 3.0769 -4.4613
C 0.3702 3.5664 -3.8279
S 0.1833 2.8818 -2.2734
C 3.2201 1.6330 -0.6013
C 4.4857 1.9269 -1.0221
C 5.2603 2.5676 -0.0172
C 4.5547 2.7514 1.1357
S 2.9618 2.1446 1.0109
C 2.4105 -0.3195 -1.9927
C 1.5440 -1.0852 -2.7122
C 2.1318 -2.2648 -3.2368
C 3.4539 -2.3633 -2.9233
S 3.9755 -1.0355 -1.9811
H 3.0522 1.5883 -3.9895
H 1.7670 3.3615 -5.4634
H -0.3582 4.2671 -4.2048
H 4.8493 1.7098 -2.0161
H 6.2906 2.8710 -0.1478
H 4.8991 3.1985 2.0551
H 0.4998 -0.8277 -2.8246
H 1.5824 -3.0151 -3.7874
H 4.1392 -3.1588 -3.1705
C 0.6247 -3.0975 3.4124
C 1.2623 -1.9368 4.1234
C 1.9759 -2.1524 5.2942
C 2.5155 -1.0995 6.0217
C 2.3030 0.1969 5.5756
C 1.5986 0.4606 4.4079
C 1.3231 1.8840 4.0066
C 1.1050 -0.6158 3.6339
N 0.4974 -0.3976 2.4329
H 1.2445 -3.9942 3.4878
H 0.4519 -2.8721 2.3647
H -0.3540 -3.3209 3.8454
H 2.1039 -3.1733 5.6425
H 3.0742 -1.2863 6.9316
H 2.6866 1.0361 6.1491
H 2.2233 2.4996 4.0897
H 0.5571 2.3229 4.6523
H 0.9493 1.9439 2.9886
```

Values from the calculation:
**Total charge**: -2
**Relative energy (zero: lowest compared OMol25 entry of this formula, charge and spin)**: 24.9 kJ/mol
**Kohn-Sham gap (alpha / beta)**: 3.79 / 6.11 eV
**2S+1**: 2
**E_HOMO (alpha / beta)**: 0.0836 / -2.2405 eV